Entry from OMol25: C44H45CdN10O5SSe2 as an isolated structure (ωB97M-V with the def2-TZVPD basis set).

XYZ file:
```
108
Properties=species:S:1:pos:R:3:lowdin_charge:R:1
Cd 0.425 0.055 -1.276 1.159
C -1.006 -2.845 1.092 -0.174
C -0.018 -3.257 -0.011 -0.151
C 1.389 -2.794 0.247 -0.301
C 2.393 -3.724 0.500 -0.026
C 3.688 -3.293 0.739 -0.058
C 3.953 -1.935 0.744 -0.054
C 2.906 -1.068 0.491 -0.224
N 1.658 -1.477 0.235 0.036
N -1.510 -1.469 1.007 -0.145
C -2.953 -1.452 0.744 -0.138
C -3.366 -1.552 -0.713 -0.267
C -4.190 -2.594 -1.115 -0.029
C -4.660 -2.632 -2.419 -0.068
C -4.288 -1.623 -3.283 -0.071
C -3.454 -0.625 -2.801 -0.190
N -2.996 -0.578 -1.551 0.100
C -1.139 -0.724 2.211 -0.155
C -1.590 0.709 2.240 -0.302
C -2.033 1.260 3.439 -0.020
C -2.458 2.575 3.464 -0.061
C -2.449 3.295 2.280 -0.066
C -1.972 2.669 1.140 -0.149
N -1.531 1.414 1.114 0.111
H -1.852 -3.538 1.055 0.112
H -0.525 -2.993 2.064 0.120
H -0.013 -4.345 -0.093 0.114
H -0.367 -2.847 -0.963 0.000
H 2.156 -4.780 0.511 0.110
H 4.478 -4.012 0.918 0.109
H 4.944 -1.542 0.923 0.114
H 3.067 0.000 0.480 0.042
H -3.442 -2.276 1.280 0.112
H -3.379 -0.530 1.134 0.120
H -4.470 -3.366 -0.407 0.107
H -5.304 -3.438 -2.749 0.105
H -4.611 -1.610 -4.315 0.103
H -3.122 0.161 -3.469 0.092
H -1.529 -1.216 3.116 0.124
H -0.048 -0.730 2.278 0.107
H -2.034 0.661 4.342 0.113
H -2.798 3.024 4.389 0.108
H -2.797 4.318 2.238 0.101
H -1.937 3.211 0.204 0.097
O 3.189 -3.856 -5.688 -0.062
C 3.757 -2.985 -4.715 -0.218
C 2.786 -1.940 -4.127 -0.583
C 2.384 -0.958 -5.232 -0.287
O 3.491 -0.242 -5.769 -0.081
C 1.572 -2.683 -3.557 -0.528
Se -0.118 -1.698 -3.268 0.423
C 3.593 -1.232 -3.037 -0.544
Se 2.947 0.521 -2.418 0.517
H 2.861 -3.317 -6.414 0.076
H 4.613 -2.450 -5.141 0.120
H 4.124 -3.627 -3.912 0.129
H 1.641 -0.272 -4.833 0.041
H 1.913 -1.495 -6.062 0.123
H 3.764 0.386 -5.085 0.040
H 1.842 -3.134 -2.599 0.047
H 1.289 -3.490 -4.228 0.048
H 4.598 -1.019 -3.405 0.053
H 3.696 -1.885 -2.168 0.046
C -0.642 3.715 -3.857 -0.050
C -0.712 2.715 -2.909 -0.153
N 0.282 2.460 -2.060 -0.029
C 1.400 3.188 -2.137 -0.192
C 1.593 4.199 -3.088 -0.172
C 0.524 4.452 -3.949 -0.021
C 2.819 4.983 -3.316 -0.034
C 4.090 4.898 -2.901 -0.025
C 4.799 4.074 -1.902 -0.288
C 6.044 3.548 -2.244 -0.014
C 6.718 2.829 -1.279 -0.128
N 6.235 2.661 -0.050 0.096
C 5.055 3.217 0.183 -0.184
N 4.315 3.920 -0.671 0.144
H -1.482 3.906 -4.511 0.105
H -1.593 2.091 -2.812 0.093
H 2.161 2.991 -1.400 0.039
H 0.613 5.228 -4.701 0.114
H 2.659 5.744 -4.075 0.101
H 4.779 5.562 -3.415 0.108
H 6.448 3.677 -3.240 0.112
H 7.681 2.373 -1.483 0.108
H 4.651 3.095 1.183 0.095
O 4.823 2.837 7.821 -0.377
S 5.590 4.061 7.694 0.388
O 5.230 5.106 8.634 -0.370
O 7.017 3.871 7.490 -0.369
C 5.108 4.731 6.062 -0.340
N 5.613 5.913 5.702 0.120
C 5.329 6.331 4.480 -0.126
C 4.547 5.601 3.595 -0.008
C 4.041 4.402 4.074 -0.231
N 4.321 3.977 5.305 0.162
C 3.180 3.506 3.263 -0.164
C 2.423 3.954 2.188 -0.031
C 1.663 3.042 1.475 -0.157
N 1.631 1.739 1.742 0.064
C 2.360 1.317 2.781 -0.145
C 3.127 2.148 3.575 0.010
H 5.745 7.291 4.191 0.104
H 4.363 5.942 2.584 0.099
H 2.410 5.000 1.907 0.111
H 1.034 3.372 0.656 0.085
H 2.316 0.251 2.992 0.100
H 3.680 1.782 4.430 0.121
```

Net charge: -1
Highest occupied orbital energy, eV: -5.13
Gap between HOMO and LUMO, eV: 6.4
Energy relative to the best compared isomer or geometry (same formula, charge and spin), kcal/mol: 16.27

Entry from OMol25: C44H45N5O2P2PtS as an isolated structure at a distorted geometry (ωB97M-V with the def2-TZVPD basis set).

XYZ file:
```
100
Properties=species:S:1:pos:R:3:lowdin_charge:R:1
Pt -0.280 -0.151 -0.654 0.776
O -2.652 -2.657 -1.189 -0.371
S -2.103 -1.700 -0.239 0.830
C -1.461 -2.616 1.170 -0.364
C -2.336 -3.279 2.017 -0.035
C -1.824 -4.029 3.063 -0.024
C -0.448 -4.138 3.236 -0.023
C 0.420 -3.492 2.369 -0.052
C -0.086 -2.716 1.328 -0.362
P 1.043 -1.935 0.130 0.952
C 1.580 -3.400 -0.804 -0.340
C 0.664 -3.922 -1.719 -0.109
C 0.961 -5.076 -2.425 -0.054
C 2.174 -5.720 -2.214 -0.049
C 3.073 -5.222 -1.283 -0.048
C 2.783 -4.063 -0.576 -0.076
C 2.468 -1.278 1.020 -0.375
C 2.318 -0.705 2.282 -0.082
C 3.377 -0.035 2.874 -0.045
C 4.589 0.085 2.206 -0.043
C 4.745 -0.480 0.947 -0.061
C 3.690 -1.153 0.351 -0.138
C -3.445 -0.750 0.462 -0.355
C -4.737 -1.251 0.410 -0.049
C -5.764 -0.490 0.942 -0.026
C -5.496 0.757 1.497 -0.020
C -4.202 1.254 1.520 -0.049
C -3.159 0.504 0.980 -0.342
P -1.436 1.102 1.063 1.007
C -1.247 1.156 2.879 -0.325
C -1.011 -0.038 3.561 -0.100
C -0.988 -0.064 4.946 -0.053
C -1.211 1.101 5.666 -0.049
C -1.473 2.286 4.994 -0.046
C -1.492 2.320 3.607 -0.080
C -1.518 2.831 0.513 -0.398
C -0.581 3.755 0.981 -0.140
C -0.594 5.061 0.512 -0.063
C -1.536 5.449 -0.430 -0.050
C -2.458 4.530 -0.912 -0.050
C -2.447 3.221 -0.451 -0.091
H -3.406 -3.205 1.873 0.122
H -2.499 -4.534 3.740 0.125
H -0.052 -4.742 4.042 0.124
H 1.491 -3.592 2.494 0.124
H -0.305 -3.447 -1.837 0.071
H 0.247 -5.478 -3.131 0.116
H 2.412 -6.619 -2.767 0.118
H 4.003 -5.743 -1.100 0.118
H 3.489 -3.694 0.155 0.103
H 1.375 -0.777 2.807 0.084
H 3.258 0.398 3.858 0.118
H 5.408 0.620 2.666 0.119
H 5.692 -0.396 0.430 0.121
H 3.822 -1.590 -0.632 0.105
H -4.931 -2.217 -0.039 0.126
H -6.777 -0.868 0.923 0.125
H -6.303 1.350 1.906 0.124
H -4.001 2.230 1.942 0.122
H -0.865 -0.955 3.008 0.070
H -0.799 -0.996 5.462 0.114
H -1.186 1.086 6.747 0.118
H -1.670 3.192 5.551 0.118
H -1.708 3.252 3.106 0.101
H 0.148 3.455 1.725 0.109
H 0.125 5.776 0.891 0.119
H -1.558 6.470 -0.786 0.118
H -3.192 4.837 -1.645 0.117
H -3.158 2.504 -0.843 0.114
C 2.128 1.850 -0.419 -0.149
N 3.113 2.687 -1.065 -0.063
C 2.428 3.740 -1.824 -0.133
N 1.546 3.163 -2.844 -0.067
C 0.554 2.335 -2.197 -0.151
N 1.212 1.225 -1.426 -0.198
C 2.053 0.434 -2.384 -0.179
N 3.037 1.270 -3.026 -0.070
C 3.895 1.873 -2.000 -0.134
C 2.349 2.342 -3.754 -0.137
H 1.525 2.452 0.255 0.108
H 2.625 1.060 0.145 0.098
H 3.174 4.371 -2.306 0.138
H 1.833 4.350 -1.143 0.124
H -0.114 1.898 -2.936 0.118
H -0.026 2.940 -1.500 0.103
H 1.398 -0.003 -3.139 0.115
H 2.552 -0.358 -1.827 0.091
H 4.641 2.499 -2.488 0.138
H 4.403 1.081 -1.446 0.118
H 1.696 1.902 -4.509 0.135
H 3.089 2.969 -4.249 0.138
C -2.630 -0.303 -4.818 0.029
C -1.568 -0.651 -3.819 -0.552
N -0.749 -1.663 -4.124 0.212
O -1.451 -0.009 -2.764 -0.121
H -2.426 -0.727 -5.799 0.090
H -2.721 0.778 -4.896 0.097
H -3.585 -0.689 -4.460 0.104
H -0.875 -2.213 -4.956 0.126
H -0.063 -1.972 -3.452 0.081
```

Net charge: +2
Highest occupied orbital energy, eV: -12.85
Gap between HOMO and LUMO, eV: 6.6
Energy relative to the best compared isomer or geometry (same formula, charge and spin), kcal/mol: 0.00

Entry from OMol25: C44H47AsN8OPt as an isolated structure (ωB97M-V with the def2-TZVPD basis set).

XYZ file:
```
102
Properties=species:S:1:pos:R:3:lowdin_charge:R:1
Pt -1.158 1.229 -0.586 1.170
C 5.698 2.336 -0.627 -0.028
C 5.196 1.001 -0.054 -0.555
C 5.738 -0.154 -0.911 -0.026
C 5.710 0.848 1.375 -0.050
C 3.684 0.998 -0.127 -0.129
C 3.039 1.112 -1.359 0.020
C 1.671 1.164 -1.401 -0.104
N 0.890 1.110 -0.310 -0.080
C 1.467 0.955 0.898 -0.169
C 2.861 0.905 0.987 0.069
C 0.615 0.833 2.129 -0.200
C 1.210 0.624 3.375 0.062
C 0.428 0.506 4.524 -0.137
C -0.946 0.612 4.348 0.011
C -1.453 0.816 3.081 -0.105
N -0.708 0.923 1.991 0.056
C 1.005 0.275 5.912 -0.558
C 2.529 0.186 5.904 -0.058
C 0.584 1.440 6.819 -0.032
C 0.437 -1.039 6.465 -0.033
H 6.786 2.364 -0.583 0.097
H 5.316 3.181 -0.054 0.095
H 5.408 2.466 -1.669 0.084
H 6.827 -0.151 -0.873 0.097
H 5.444 -0.061 -1.956 0.083
H 5.391 -1.119 -0.543 0.088
H 6.799 0.860 1.366 0.097
H 5.400 -0.097 1.825 0.092
H 5.383 1.667 2.018 0.093
H 3.587 1.171 -2.288 0.126
H 1.151 1.268 -2.343 0.104
H 3.312 0.809 1.956 0.095
H 2.277 0.548 3.474 0.090
H -1.622 0.535 5.187 0.120
H -2.524 0.896 2.928 0.116
H 2.991 1.106 5.543 0.090
H 2.886 -0.649 5.298 0.090
H 2.885 0.022 6.920 0.095
H 0.957 2.391 6.439 0.095
H 0.988 1.293 7.820 0.095
H -0.499 1.511 6.908 0.082
H 0.698 -1.883 5.825 0.094
H -0.648 -1.004 6.555 0.082
H 0.843 -1.228 7.458 0.095
N -3.937 -0.658 -0.500 0.207
C -4.207 0.588 -0.875 -0.411
N -5.453 0.909 -1.188 0.195
C -5.683 2.187 -1.485 -0.411
N -6.907 2.546 -1.848 0.205
N -4.747 3.174 -1.423 0.199
C -3.548 2.758 -1.137 -0.273
N -3.183 1.479 -0.910 0.009
C -2.453 3.744 -0.995 -0.173
C -2.664 5.102 -1.118 0.031
C -1.595 5.966 -0.944 -0.005
C -0.352 5.432 -0.656 -0.011
C -0.210 4.062 -0.541 -0.077
N -1.238 3.221 -0.706 -0.072
H -4.693 -1.321 -0.495 0.125
H -2.985 -0.937 -0.297 0.042
H -7.639 1.857 -1.898 0.126
H -7.100 3.509 -2.063 0.124
H -3.660 5.449 -1.346 0.126
H -1.732 7.034 -1.026 0.128
H 0.511 6.065 -0.513 0.124
H 0.745 3.615 -0.314 0.111
O -1.163 -0.837 -0.625 -0.621
As -1.055 -1.977 -1.868 1.284
C -1.054 -1.269 -3.657 -0.293
C -1.160 -2.142 -4.735 -0.101
C -1.200 -1.626 -6.020 -0.051
C -1.150 -0.255 -6.227 -0.050
C -1.035 0.614 -5.153 -0.059
C -0.976 0.112 -3.864 -0.110
C -2.532 -3.166 -1.672 -0.330
C -3.576 -3.189 -2.590 -0.099
C -4.652 -4.039 -2.374 -0.058
C -4.685 -4.845 -1.245 -0.050
C -3.644 -4.810 -0.326 -0.055
C -2.564 -3.972 -0.538 -0.086
C 0.533 -2.977 -1.481 -0.301
C 1.336 -2.627 -0.406 -0.089
C 2.460 -3.387 -0.122 -0.065
C 2.783 -4.478 -0.913 -0.054
C 1.973 -4.830 -1.985 -0.054
C 0.838 -4.086 -2.265 -0.083
H -1.224 -3.213 -4.595 0.105
H -1.277 -2.298 -6.863 0.118
H -1.197 0.133 -7.234 0.117
H -0.982 1.680 -5.324 0.113
H -0.838 0.729 -2.980 0.029
H -3.569 -2.546 -3.461 0.106
H -5.463 -4.070 -3.088 0.116
H -5.524 -5.507 -1.081 0.117
H -3.671 -5.446 0.548 0.116
H -1.745 -3.961 0.175 0.116
H 1.061 -1.794 0.227 0.089
H 3.075 -3.138 0.733 0.110
H 3.660 -5.069 -0.687 0.116
H 2.216 -5.691 -2.590 0.117
H 0.194 -4.384 -3.084 0.103
```

Net charge: +2
Highest occupied orbital energy, eV: -13.12
Gap between HOMO and LUMO, eV: 7.8

Entry from OMol25: C44H47Cl5N2O2PRhS as an isolated structure at a distorted geometry (ωB97M-V with the def2-TZVPD basis set).

XYZ file:
```
103
Properties=species:S:1:pos:R:3:lowdin_charge:R:1
Rh 0.088 -0.098 -0.336 0.819
O -2.459 1.843 1.781 -0.102
N -1.478 2.182 2.520 -0.256
C -1.526 3.384 3.160 -0.033
C -0.516 3.821 3.977 -0.068
C 0.606 3.020 4.164 -0.087
C 0.650 1.810 3.505 -0.109
C -0.382 1.373 2.676 -0.618
S -0.338 -0.212 1.952 0.722
H -2.434 3.930 2.958 0.133
H -0.616 4.785 4.456 0.106
H 1.419 3.334 4.803 0.101
H 1.499 1.148 3.607 0.082
C -0.206 -4.322 -0.064 -0.077
C -0.209 -4.708 -1.401 -0.090
C -0.140 -3.744 -2.390 -0.036
C -0.058 -2.397 -2.035 -0.217
C -0.014 -2.017 -0.697 -0.277
C -0.120 -2.986 0.294 -0.119
C -0.036 -1.300 -3.001 -0.212
C -0.556 -1.447 -4.312 0.015
C -0.630 -0.360 -5.120 0.013
C -0.120 0.881 -4.671 -0.149
C -0.140 2.047 -5.472 -0.025
C 0.439 3.200 -5.027 -0.068
C 1.085 3.222 -3.774 -0.065
C 1.091 2.117 -2.972 -0.061
C 0.445 0.933 -3.385 -0.188
N 0.414 -0.145 -2.532 0.097
H -0.288 -5.074 0.712 0.107
H -0.278 -5.755 -1.667 0.102
H -0.146 -4.039 -3.432 0.106
H -0.106 -2.704 1.338 0.053
H -0.938 -2.407 -4.625 0.111
H -1.064 -0.430 -6.110 0.123
H -0.622 2.003 -6.441 0.115
H 0.410 4.096 -5.634 0.107
H 1.568 4.130 -3.436 0.111
H 1.573 2.131 -2.009 0.039
O 2.136 -1.175 0.451 -0.381
P 3.586 -1.232 0.804 0.814
C 4.323 -2.702 0.023 -0.336
C 3.927 -2.767 -1.460 -0.187
C 4.705 -3.888 -2.162 -0.180
C 4.945 -5.083 -1.228 -0.198
C 3.804 -5.193 -0.225 -0.186
C 3.791 -3.978 0.718 -0.179
C 3.824 -1.287 2.610 -0.344
C 5.238 -1.666 3.095 -0.183
C 5.213 -2.099 4.571 -0.192
C 4.137 -1.333 5.335 -0.199
C 2.737 -1.715 4.823 -0.179
C 2.761 -2.116 3.341 -0.197
C 4.472 0.281 0.289 -0.328
C 3.837 0.888 -0.973 -0.211
C 4.759 1.959 -1.539 -0.185
C 6.044 1.315 -2.084 -0.183
C 6.446 0.057 -1.294 -0.188
C 6.009 0.150 0.166 -0.181
H 5.414 -2.644 0.105 0.116
H 4.099 -1.823 -1.975 0.086
H 2.849 -2.948 -1.505 0.110
H 5.664 -3.501 -2.520 0.105
H 4.146 -4.209 -3.044 0.111
H 5.886 -4.952 -0.684 0.111
H 5.047 -6.002 -1.806 0.107
H 3.885 -6.110 0.362 0.111
H 2.855 -5.247 -0.766 0.104
H 4.388 -4.190 1.607 0.106
H 2.763 -3.800 1.045 0.097
H 3.637 -0.239 2.883 0.115
H 5.905 -0.808 2.982 0.108
H 5.653 -2.471 2.484 0.097
H 6.195 -1.936 5.017 0.109
H 5.010 -3.171 4.643 0.114
H 4.309 -0.260 5.201 0.110
H 4.214 -1.525 6.406 0.107
H 2.047 -0.879 4.965 0.100
H 2.345 -2.547 5.411 0.112
H 1.784 -1.957 2.885 0.064
H 3.001 -3.177 3.250 0.103
H 4.242 0.975 1.106 0.122
H 2.855 1.283 -0.709 0.072
H 3.655 0.130 -1.739 0.103
H 4.999 2.677 -0.749 0.117
H 4.258 2.518 -2.332 0.104
H 6.859 2.042 -2.059 0.107
H 5.899 1.048 -3.133 0.109
H 7.527 -0.082 -1.346 0.112
H 5.999 -0.832 -1.746 0.091
H 6.483 1.024 0.621 0.120
H 6.375 -0.715 0.721 0.085
Cl -2.917 -1.010 -0.921 0.774
C -2.636 0.663 -1.180 -0.684
C -1.419 1.159 -0.729 -0.353
C -1.189 2.508 -0.871 -0.680
Cl 0.218 3.170 -0.072 0.744
C -2.081 3.345 -1.529 -0.700
Cl -1.704 5.012 -1.746 0.684
C -3.278 2.823 -2.007 -0.700
Cl -4.399 3.842 -2.826 0.675
C -3.574 1.471 -1.806 -0.696
Cl -5.067 0.821 -2.355 0.686
```

Highest occupied orbital energy, eV: -7.26
Gap between HOMO and LUMO, eV: 6.8
Energy relative to the best compared isomer or geometry (same formula, charge and spin), kcal/mol: 30.53